Entry 1:
The following is a DFT calculation (ωB97M-V with the def2-TZVPD basis set) of a molecular structure, C33H50CaN8O4S.

Values from the calculation:
F_max: 0.99 eV Å⁻¹
HOMO: -12.39 eV
net charge: +2
HOMO-LUMO gap: 0.233 Eh
E: -3101.7017 hartree

Structure (XYZ):
```
97
Properties=species:S:1:pos:R:3:forces:R:3:lowdin_charge:R:1
Ca -0.27481 1.07573 -1.53749 0.306 -0.031 -0.938 1.3974
C -0.47438 5.58383 -0.11350 0.002 0.010 -0.006 0.0063
C -0.26805 4.13227 -0.42894 0.019 -0.042 0.025 -0.2560
N -0.64020 3.52460 -1.48556 0.003 0.049 0.040 -0.0154
C -1.36166 4.23073 -2.54330 0.103 -0.015 0.008 -0.1850
C -2.81402 3.74745 -2.58067 -0.091 -0.039 -0.009 -0.1832
N -3.00499 2.31765 -2.75494 0.206 0.020 -0.034 -0.0639
C -2.57312 1.73576 -4.01369 -0.028 0.044 -0.019 -0.2222
C -2.77477 0.23620 -3.96895 0.026 -0.091 -0.011 -0.1719
N -1.77622 -0.42174 -3.07964 -0.189 0.049 0.169 -0.1141
C -2.33213 -1.51827 -2.24643 0.029 0.002 -0.082 -0.1881
C -2.53071 -1.05631 -0.81277 0.037 0.034 0.139 -0.1836
N -1.20846 -0.67317 -0.30994 -0.121 -0.232 0.162 -0.0306
C -0.93653 -0.52590 0.92119 -0.027 0.012 0.207 -0.3099
C -1.87619 -0.59252 2.07577 0.048 -0.010 -0.098 0.0481
C 0.68006 1.17973 1.59077 -0.009 0.058 -0.171 -0.3608
C 2.06521 1.61825 2.17996 -0.124 -0.040 0.040 -0.0352
C 2.42920 2.97442 1.89601 0.061 0.026 -0.006 0.0198
C 1.57004 3.83687 1.29835 -0.051 -0.032 0.017 0.0036
C 0.44711 3.28701 0.60193 0.016 0.130 -0.066 -0.2139
N 0.10057 2.03975 0.64333 -0.069 -0.109 0.119 0.0759
H 0.18598 6.21165 -0.71659 0.003 -0.004 -0.001 0.1128
H -0.27514 5.78968 0.93522 -0.005 -0.003 0.001 0.0925
H -1.49948 5.88253 -0.32818 0.002 0.002 -0.001 0.0978
H -0.85849 3.99756 -3.48467 -0.030 -0.012 -0.011 0.1067
H -1.33448 5.31412 -2.42923 -0.016 0.002 0.007 0.1156
H -3.32937 4.25784 -3.39639 0.007 0.006 -0.003 0.1334
H -3.31844 4.04330 -1.65875 0.018 0.003 0.009 0.1281
H -2.67612 1.77844 -1.96414 -0.268 0.059 0.144 0.0569
H -1.52074 1.94913 -4.27751 0.007 -0.001 0.016 0.1029
H -3.18039 2.16512 -4.81319 -0.011 -0.013 -0.004 0.1371
H -2.71291 -0.18355 -4.97416 -0.015 0.007 -0.007 0.1317
H -3.77718 0.03173 -3.59096 0.002 0.019 0.018 0.1288
H -1.07096 -0.83120 -3.67986 0.039 0.032 0.003 0.0649
H -1.61938 -2.34474 -2.24370 -0.008 -0.006 0.009 0.1138
H -3.26743 -1.89594 -2.66333 -0.009 0.008 0.009 0.1298
H -2.98201 -1.84180 -0.20422 0.003 -0.040 -0.046 0.1296
H -3.21712 -0.20077 -0.78365 0.005 0.009 0.025 0.1314
H -2.82331 -1.05518 1.80939 -0.002 0.001 -0.001 0.0912
H -2.08025 0.43582 2.39261 -0.008 -0.005 0.016 0.1216
H -1.44912 -1.10856 2.93719 -0.037 0.026 -0.032 0.0545
H 2.83679 0.88097 2.35877 0.014 0.011 -0.010 0.1562
H 3.42186 3.30741 2.17488 -0.005 -0.001 0.003 0.1393
H 1.83155 4.87500 1.15524 0.008 -0.003 0.001 0.1219
C 3.01689 -3.11858 -2.84805 0.032 -0.007 -0.005 -0.0415
C 1.61078 -2.51485 -2.93559 -0.018 0.012 0.014 -0.3820
C 0.80700 -3.20603 -4.03070 -0.021 -0.007 -0.025 -0.0624
C 1.70432 -1.00913 -3.09312 -0.010 0.025 -0.007 -0.2061
C 1.33739 -0.33599 -4.25750 -0.021 -0.033 -0.011 -0.0229
C 1.46587 1.04451 -4.37520 -0.034 0.037 0.034 -0.0243
C 1.98362 1.81488 -3.33559 0.034 0.050 0.090 -0.3072
C 2.21405 3.29290 -3.48886 0.010 0.009 -0.015 -0.0286
C 2.35036 1.14370 -2.16245 0.185 0.074 0.030 -0.1130
C 2.21750 -0.23678 -2.04689 -0.077 0.053 0.099 -0.0745
H 2.95961 -4.19413 -2.68160 -0.007 0.004 0.000 0.0908
H 3.59993 -2.68070 -2.03690 -0.005 0.001 -0.003 0.0768
H 3.56188 -2.95059 -3.77858 -0.007 0.001 0.000 0.0987
H 1.10578 -2.69385 -1.97784 0.001 -0.019 0.006 0.1198
H 1.29639 -3.12019 -5.00259 0.013 0.000 0.010 0.0943
H -0.20757 -2.80988 -4.13056 0.005 0.003 0.006 0.0644
H 0.71805 -4.26913 -3.81070 0.004 0.003 0.006 0.0949
H 0.95313 -0.89427 -5.10254 0.001 0.004 0.001 0.1220
H 1.18385 1.52676 -5.30415 0.003 0.000 -0.001 0.1311
H 2.11283 3.81638 -2.53775 0.005 -0.007 0.003 0.0735
H 1.52552 3.73527 -4.20817 0.004 -0.005 -0.003 0.0820
H 3.22589 3.47534 -3.85502 0.000 -0.005 -0.003 0.1033
H 2.75802 1.71273 -1.33049 0.058 -0.008 -0.027 0.1260
H 2.50983 -0.71856 -1.12034 0.025 -0.011 -0.015 0.1127
C -2.62580 -4.63301 6.11545 -0.014 -0.004 -0.003 -0.1006
C -1.37986 -4.59356 5.23879 -0.021 -0.071 -0.043 -0.3025
S -0.55814 -3.03075 5.43847 0.007 -0.013 0.164 0.6564
O -0.18330 -2.89775 6.81232 -0.046 0.018 -0.060 -0.2686
O -1.34364 -2.01689 4.76621 -0.036 -0.022 0.042 -0.3217
C 0.91143 -3.26415 4.43734 0.132 -0.105 -0.004 -0.1991
C 1.77151 -2.03712 4.17707 -0.047 0.095 -0.082 -0.0816
N 1.11220 -0.96269 3.34960 0.033 0.001 0.082 0.0760
C 1.05204 -1.18546 2.04640 0.022 0.068 -0.011 -0.2477
N 0.47216 -0.21005 1.18648 -0.140 -0.073 0.009 0.0481
C 0.74829 1.43395 3.01665 0.022 0.024 0.061 -0.0503
C 0.75132 0.25162 3.88354 0.062 -0.070 0.055 -0.1172
N 0.76699 0.52195 5.27404 0.054 0.008 -0.027 -0.3338
O 0.76482 -0.39233 6.08389 0.023 -0.032 -0.076 0.0518
O 0.75685 1.70847 5.58506 -0.026 0.017 -0.002 0.0732
C 1.66507 -2.36581 1.36153 0.003 0.008 -0.034 0.0184
H -3.12432 -5.59107 5.97999 -0.001 -0.001 0.013 0.0862
H -3.32355 -3.84211 5.84462 0.011 0.011 -0.004 0.0823
H -2.36229 -4.52438 7.16526 0.004 0.005 0.001 0.0855
H -1.61985 -4.70079 4.17985 -0.001 0.005 0.001 0.1022
H -0.66176 -5.36297 5.52814 -0.003 0.009 0.008 0.1112
H 0.56486 -3.73211 3.51655 -0.023 0.036 -0.003 0.0871
H 1.53791 -3.98645 4.96427 -0.034 -0.001 0.018 0.1284
H 2.64708 -2.34721 3.60961 -0.005 0.019 -0.006 0.1303
H 2.10143 -1.58960 5.10294 -0.022 0.005 0.062 0.1267
H 0.33975 2.34234 3.43365 0.009 -0.005 0.018 0.1650
H 2.75857 -2.29611 1.32936 0.003 0.017 0.002 0.1048
H 1.30739 -2.37117 0.33384 -0.013 -0.018 0.000 0.0670
H 1.41212 -3.32550 1.80404 0.025 0.004 0.006 0.0783
```
Positions in Å, forces in eV/Å.

***

Entry 2:
The following is a DFT calculation (ωB97M-V with the def2-TZVPD basis set) of 3 unconnected molecules or ions with the total composition C33H50FO10P3 at a distorted geometry.

Values from the calculation:
F_max: 6.91 eV Å⁻¹
SMILES: CCP(C)C1=CC(=O)c2c(F)cc(CCc3ccccc3)cc2C1=O.CCOP(=O)(OCC)OCC.CCOP(=O)(OCC)OCC
HOMO: -8.02 eV
HOMO-LUMO gap: 0.272 Eh
E: -3163.8219 hartree

Structure (XYZ):
```
97
Properties=species:S:1:pos:R:3:forces:R:3:lowdin_charge:R:1
C 0.65989 2.57573 -1.07961 -0.044 -0.359 -0.215 -0.1653
C 2.05755 1.98262 -1.32915 -0.548 0.732 -0.307 -0.3934
P 3.22078 3.15352 -2.21811 1.139 -0.130 0.635 0.9774
C 2.41911 4.81788 -2.33955 0.035 -0.672 -0.766 -0.2976
C 3.49377 2.52582 -3.91728 -1.084 0.198 0.428 -0.3102
C 3.15480 3.18425 -5.03211 0.531 -0.122 -0.072 0.0055
C 3.48331 2.58266 -6.36298 0.503 0.055 0.417 -0.3217
O 2.76750 2.68819 -7.32216 -0.220 0.238 -0.367 0.1321
C 4.77225 1.80312 -6.37319 -0.318 0.023 0.241 -0.0195
C 5.61778 1.72533 -7.45921 0.129 -0.044 -0.155 -0.1941
F 5.31380 2.36604 -8.59535 0.000 -0.040 0.048 0.0983
C 6.81584 1.02557 -7.40870 0.198 -0.091 -0.004 0.0667
C 7.19510 0.37788 -6.24546 -0.421 -0.475 0.376 -0.2094
C 8.51168 -0.35881 -6.12721 0.377 0.935 0.211 -0.1203
C 9.37730 0.27528 -4.99626 -0.278 1.085 -0.719 -0.1289
C 9.53369 1.76674 -5.31932 0.263 -0.831 0.386 -0.2450
C 8.72162 2.73522 -4.74219 0.261 0.201 -0.299 -0.0424
C 8.88375 4.07015 -5.10934 -0.290 -0.506 0.162 -0.0756
C 9.85119 4.40565 -6.03947 0.322 0.607 -0.352 -0.1008
C 10.69248 3.44897 -6.59304 -0.117 -0.549 0.074 -0.0812
C 10.53128 2.11688 -6.22882 -0.319 0.381 0.171 -0.0506
C 6.32631 0.41674 -5.14831 -0.051 -0.277 0.231 0.0239
C 5.14063 1.11425 -5.20582 -0.157 0.297 -0.299 -0.0802
C 4.18085 1.19292 -4.05111 0.187 0.373 -0.519 -0.3477
O 3.95988 0.26211 -3.32307 0.107 -0.198 0.425 0.1194
H 0.12388 2.56201 -2.03373 -0.093 0.330 0.145 0.0747
H 0.67770 3.58748 -0.67050 0.023 -0.051 -0.093 0.0514
H 0.07281 1.96291 -0.38882 0.185 -0.041 -0.008 0.0628
H 2.55377 1.75548 -0.38622 -0.005 -0.243 -0.149 0.0608
H 1.93676 1.09715 -1.95230 0.323 -0.130 0.285 0.0640
H 2.89853 5.33594 -3.17518 0.038 0.056 0.165 0.0267
H 2.67690 5.35194 -1.42704 -0.258 0.001 -0.006 0.0325
H 1.34714 4.78509 -2.53893 0.034 0.144 0.183 0.0351
H 2.68195 4.15912 -4.98269 -0.310 -0.226 -0.284 0.1056
H 7.45993 0.98766 -8.28096 -0.113 0.143 0.012 0.1341
H 8.38335 -1.43137 -5.97344 -0.047 0.047 -0.132 0.1207
H 9.06134 -0.14010 -7.04808 -0.024 -0.551 -0.041 0.1084
H 10.39417 -0.12087 -5.02184 -0.251 -0.449 0.308 0.1103
H 8.90986 0.18164 -4.01515 0.177 -0.309 -0.015 0.1076
H 7.95732 2.45122 -4.02691 0.069 0.023 -0.021 0.1113
H 8.21436 4.79789 -4.66483 0.196 0.171 -0.140 0.1034
H 9.98518 5.43201 -6.36812 -0.139 -0.017 0.190 0.1007
H 11.46105 3.71508 -7.30975 -0.083 0.130 0.068 0.1019
H 11.16189 1.32922 -6.63067 0.037 0.150 -0.061 0.1135
H 6.57544 -0.09697 -4.22436 0.000 -0.013 -0.098 0.1345
C -5.14625 -0.98110 1.23548 0.104 0.003 0.144 -0.0791
C -4.55110 0.26658 0.60630 -0.068 -0.208 -0.199 -0.2746
O -4.32980 1.31276 1.55807 0.313 -0.620 0.446 -0.2122
P -3.16018 1.10314 2.68826 -2.824 6.273 -0.667 0.5897
O -1.91483 1.30432 1.90112 0.809 -3.829 0.647 -0.2260
O -3.14155 2.55648 3.45345 -0.041 -0.423 0.396 -0.2340
C -1.93700 3.33984 3.42884 0.115 0.177 0.015 -0.2778
C -1.84855 4.21690 2.19987 -0.290 0.225 -0.153 -0.0757
O -4.11740 0.41975 3.80598 1.951 -1.486 -0.949 -0.2366
C -5.02017 1.16343 4.64579 -0.350 0.297 0.809 -0.2506
C -6.03181 2.03419 3.93610 0.077 0.092 -0.481 -0.0725
H -4.44364 -1.44965 1.92890 -0.020 -0.040 -0.044 0.0609
H -5.39868 -1.71393 0.46823 0.015 0.042 -0.032 0.0814
H -6.04488 -0.73845 1.80315 -0.031 0.003 -0.044 0.0778
H -3.61120 0.02997 0.09912 0.002 0.055 0.004 0.1118
H -5.23832 0.66620 -0.13897 0.037 0.148 0.068 0.1178
H -1.05984 2.69954 3.49315 -0.090 -0.112 -0.034 0.1032
H -1.94385 3.94911 4.33478 -0.218 -0.019 -0.005 0.1172
H -2.10150 3.66049 1.29837 0.156 -0.113 0.044 0.0680
H -0.83962 4.61815 2.09211 -0.016 0.026 0.017 0.0771
H -2.55151 5.04993 2.26080 0.046 0.032 0.059 0.0748
H -4.44632 1.73803 5.37130 0.140 0.071 -0.186 0.1173
H -5.56176 0.40750 5.21644 0.183 -0.221 -0.170 0.1061
H -5.56777 2.83978 3.37172 0.089 -0.029 0.046 0.0691
H -6.69497 2.49289 4.67168 0.024 -0.161 0.105 0.0849
H -6.62922 1.45147 3.23476 -0.062 -0.033 0.079 0.0764
C -7.07184 -8.18676 4.00596 0.121 -0.002 0.130 -0.0824
C -6.74259 -6.85121 3.36234 -0.049 -0.204 -0.217 -0.2779
O -6.50560 -5.81824 4.32387 0.482 -0.497 0.366 -0.2139
P -5.15628 -5.90904 5.24823 -3.218 5.576 0.283 0.5720
O -4.05856 -5.57097 4.30237 0.867 -3.244 0.767 -0.2159
O -5.21462 -4.51685 6.10996 -0.048 -0.522 0.186 -0.2374
C -4.21398 -3.50650 5.98479 0.104 0.296 -0.243 -0.2672
C -4.57094 -2.49911 4.90930 -0.177 -0.038 0.000 -0.0710
O -5.81639 -6.75962 6.46184 1.877 -1.370 -1.370 -0.2177
C -6.65903 -6.19570 7.48256 -0.241 0.154 0.843 -0.2544
C -7.88747 -5.45624 7.00306 -0.017 0.127 -0.467 -0.0770
H -6.21614 -8.58228 4.55805 -0.022 -0.032 -0.041 0.0699
H -7.34933 -8.91922 3.24699 -0.001 0.051 -0.035 0.0790
H -7.89275 -8.08304 4.71550 -0.042 0.003 -0.042 0.0743
H -5.87262 -6.94495 2.70605 -0.003 0.053 0.011 0.1118
H -7.58336 -6.52040 2.75317 0.026 0.149 0.070 0.1173
H -3.23659 -3.95065 5.80509 -0.075 -0.110 -0.145 0.1066
H -4.15122 -2.99926 6.95000 -0.164 -0.126 0.067 0.1185
H -4.90910 -2.98277 3.99248 0.168 -0.161 0.021 0.0754
H -3.71737 -1.86754 4.67133 -0.013 0.032 0.056 0.0684
H -5.39081 -1.86176 5.24484 0.027 0.028 0.016 0.0682
H -6.05766 -5.57326 8.14316 0.094 0.099 -0.195 0.1140
H -6.98534 -7.04775 8.08149 0.173 -0.181 -0.210 0.1202
H -7.64188 -4.56746 6.42613 0.099 -0.021 0.027 0.0680
H -8.47554 -5.13273 7.86373 0.058 -0.159 0.085 0.0837
H -8.50670 -6.09129 6.36925 -0.043 -0.044 0.084 0.0741
```
Positions in Å, forces in eV/Å.